The following is a DFT calculation (ωB97M-V with the def2-TZVPD basis set) of C30H43CrN9O6S3Si2Te as an isolated structure in a non-equilibrium geometry.

XYZ file:
```
95
Properties=species:S:1:pos:R:3:forces:R:3:mulliken_spin:R:1
Cr -0.264 0.445 0.786 -1.130 1.237 1.481 3.19
C -2.073 4.755 1.413 0.039 -0.148 -0.018 0.00
C -1.680 3.388 0.896 -0.091 0.007 -0.173 0.01
S -0.477 2.553 1.866 0.089 0.026 0.282 -0.06
C -2.201 2.864 -0.219 -0.018 0.027 0.071 0.01
C -3.265 3.527 -1.050 0.101 -0.113 0.090 0.00
S -1.704 1.282 -0.844 -0.365 -0.110 -0.208 -0.05
H -1.540 4.956 2.340 -0.039 0.068 0.014 0.00
H -3.144 4.804 1.617 0.007 0.052 0.017 0.00
H -1.815 5.532 0.689 -0.037 0.042 0.033 0.00
H -3.627 4.445 -0.589 -0.014 0.001 -0.023 0.00
H -4.104 2.836 -1.170 -0.042 0.075 -0.055 0.00
H -2.885 3.764 -2.048 -0.024 0.011 -0.038 0.00
C -1.851 -4.317 -0.476 -0.079 -0.041 0.052 0.00
N -1.946 -3.374 -1.568 0.209 0.239 -0.035 0.00
C -1.222 -3.498 -2.819 -0.019 -0.080 -0.077 0.00
C -1.462 -2.136 -3.487 -0.054 0.033 -0.045 0.00
N -2.574 -1.593 -2.717 0.162 -0.038 -0.107 0.00
C -2.751 -2.293 -1.545 -0.201 -0.240 -0.176 0.00
S -3.855 -1.928 -0.379 -0.074 0.112 0.242 0.00
H -1.086 -5.056 -0.714 0.024 0.028 -0.026 0.00
H -2.807 -4.822 -0.319 0.019 -0.009 0.016 0.00
H -1.582 -3.798 0.447 -0.016 -0.025 0.001 0.00
H -1.624 -4.321 -3.424 -0.036 0.024 0.019 0.00
H -0.163 -3.690 -2.654 -0.073 -0.064 -0.018 0.00
H -1.745 -2.242 -4.536 0.094 -0.021 -0.003 0.00
H -0.565 -1.512 -3.443 -0.008 0.055 0.084 0.00
H -2.706 -0.594 -2.654 -0.062 -0.010 0.067 0.00
N 0.190 -1.105 -0.267 0.357 -1.356 -0.616 -0.13
C 0.835 -2.012 -0.583 -0.092 0.144 -0.186 0.08
C 1.675 -3.024 -1.009 0.203 -0.161 -0.069 0.02
C 1.986 -4.161 -0.228 -0.013 -0.082 0.203 0.01
N 2.312 -5.095 0.366 -0.049 0.022 0.003 0.01
C 2.258 -2.932 -2.293 0.061 0.117 -0.179 0.01
N 2.729 -2.875 -3.347 -0.039 0.040 -0.009 0.01
N 2.080 -1.033 2.115 -0.099 -0.240 0.221 0.03
C 2.551 -1.417 3.310 0.024 0.069 -0.058 0.01
C 1.897 -0.668 4.259 -0.003 0.047 0.050 0.00
C 1.017 0.142 3.533 0.059 0.006 0.109 0.05
N 1.132 -0.097 2.233 0.140 0.055 0.194 -0.13
H 2.286 -1.434 1.219 -0.025 -0.027 -0.120 0.00
H 3.309 -2.177 3.394 -0.035 -0.033 -0.034 0.00
H 2.011 -0.714 5.327 0.005 -0.015 -0.013 0.00
H 0.302 0.866 3.889 -0.056 -0.024 -0.067 -0.01
C 0.974 3.781 -4.171 0.029 -0.357 0.071 0.00
Si 0.599 1.927 -4.306 0.235 0.023 -0.170 0.00
C -1.243 1.754 -4.687 0.300 -0.140 0.141 0.00
C 1.579 1.159 -5.740 -0.167 0.180 0.167 0.00
C 1.186 1.018 -2.745 -0.281 0.434 0.001 0.00
Te 1.070 2.129 -0.873 0.851 0.534 -1.264 -0.05
C 3.185 2.810 -1.039 -0.025 -0.423 0.230 -0.01
Si 4.566 1.602 -0.669 0.220 0.094 0.104 0.00
C 4.672 0.175 -1.895 -0.116 0.177 0.105 0.00
C 6.218 2.540 -0.785 -0.169 -0.148 0.011 0.00
C 4.360 0.960 1.101 0.031 0.112 -0.233 0.00
H 0.505 4.357 -4.971 -0.005 -0.044 -0.035 0.00
H 2.048 3.984 -4.187 -0.003 -0.015 -0.002 0.00
H 0.585 4.135 -3.214 -0.026 0.103 -0.011 0.00
H -1.561 2.490 -5.429 0.074 -0.001 -0.006 0.00
H -1.813 1.915 -3.776 -0.166 0.043 0.154 0.00
H -1.494 0.761 -5.068 0.046 0.000 0.034 0.00
H 1.295 1.583 -6.707 -0.012 0.021 0.005 0.00
H 1.402 0.081 -5.782 0.010 -0.006 0.023 0.00
H 2.653 1.312 -5.606 0.007 -0.008 0.011 0.00
H 2.219 0.692 -2.868 -0.008 0.007 0.007 0.00
H 0.576 0.134 -2.564 -0.001 -0.057 -0.033 0.00
H 3.225 3.625 -0.310 0.016 0.000 0.011 0.00
H 3.276 3.266 -2.028 -0.100 -0.044 -0.035 0.00
H 4.691 0.539 -2.926 -0.003 -0.001 -0.001 0.00
H 3.834 -0.519 -1.811 -0.017 -0.024 0.004 0.00
H 5.588 -0.399 -1.736 0.006 0.006 0.049 0.00
H 6.353 2.962 -1.784 0.002 0.009 -0.002 0.00
H 7.066 1.878 -0.587 -0.014 -0.017 0.003 0.00
H 6.260 3.359 -0.064 -0.032 0.010 -0.008 0.00
H 4.493 -0.122 1.160 0.030 0.032 -0.009 0.00
H 3.360 1.197 1.470 0.026 -0.037 0.019 0.00
H 5.082 1.417 1.781 0.017 0.030 -0.030 0.00
O -0.815 -2.287 2.190 -0.233 0.350 0.137 0.01
C -1.602 -1.393 2.518 0.279 -0.476 -0.383 0.00
O -1.691 -0.240 1.926 0.441 -0.135 -0.089 -0.04
C -2.511 -1.572 3.700 -0.009 -0.112 0.236 -0.17
C -2.549 -2.802 4.340 -0.099 0.162 0.039 0.16
C -3.333 -2.954 5.509 0.189 -0.688 0.023 0.03
C -4.057 -1.871 6.008 -0.344 0.592 0.221 0.08
C -4.005 -0.656 5.352 0.905 -1.154 -0.722 -0.02
C -3.231 -0.484 4.187 -0.375 0.420 0.286 0.23
N -4.747 0.446 5.884 -0.652 0.857 0.463 0.00
O -5.407 0.293 6.908 0.159 -0.135 -0.150 0.00
O -4.703 1.518 5.299 0.096 -0.066 -0.083 -0.01
N -3.383 -4.177 6.182 -0.004 0.672 -0.323 0.19
O -2.737 -5.151 5.707 0.229 -0.340 -0.138 0.21
O -4.065 -4.267 7.248 -0.193 -0.014 0.269 0.20
H -1.980 -3.635 3.960 -0.002 -0.008 0.030 0.04
H -4.651 -1.982 6.901 0.041 -0.103 -0.002 0.02
H -3.194 0.470 3.686 0.021 -0.012 -0.020 0.06
```
Forces are in eV/Å.

- <S²>: 6.08
- Net charge: -2
- HOMO-LUMO gap (alpha / beta): 3.5 / 5.9 eV
- Calculated total energy: -141480.10366 eV
- Multiplicity: 5
- HOMO (alpha / beta): -0.24 / -2.69 eV
- LUMO energy (alpha / beta): 3.23 / 3.23 eV



The following is a DFT calculation (ωB97M-V with the def2-TZVPD basis set) of a 2-piece molecular cluster, C11H18O overall in a non-equilibrium geometry.

XYZ file:
```
30
Properties=species:S:1:pos:R:3:forces:R:3:nbo_charge:R:1
C 3.745 -0.573 1.096 -1.386 -2.015 -2.572 -0.18
C 2.281 -0.651 1.776 1.945 0.506 1.998 -0.65
C 3.923 -2.109 0.274 0.706 2.791 2.877 -0.62
C 3.819 0.593 0.005 -1.069 -3.642 -1.836 -0.63
H 4.579 -0.326 1.761 -0.287 -0.796 0.329 0.18
H 1.667 0.227 1.457 -0.038 -1.353 -0.049 0.24
H 2.966 -2.265 -0.198 -0.349 -0.463 0.207 0.21
H 4.618 -1.856 -0.524 0.518 -0.737 0.194 0.19
H 4.248 -2.887 1.076 -0.591 1.155 -1.873 0.20
H 4.163 1.428 0.543 0.051 1.584 0.084 0.20
H 4.555 0.314 -0.893 -1.385 0.700 2.044 0.19
H 2.426 -0.502 2.884 -0.006 0.356 -0.776 0.19
H 1.847 -1.687 1.863 0.041 1.236 -1.218 0.22
H 2.756 0.625 -0.444 1.769 0.688 0.565 0.23
C -1.119 2.469 -2.047 1.712 2.277 -4.106 -0.59
C -1.533 1.329 -1.295 -1.098 -0.677 3.026 -0.11
C -1.079 0.036 -1.507 -1.205 0.283 -0.478 -0.27
C -2.447 1.711 -0.183 1.115 1.473 -2.385 -0.38
C -1.720 -1.056 -0.827 -0.919 2.478 2.996 -0.47
C -2.959 0.701 0.599 2.194 -3.566 -1.736 -0.44
C -2.470 -0.648 0.349 -0.633 4.716 -2.954 0.31
O -2.724 -1.527 1.250 3.414 -4.958 0.244 -0.76
H -2.040 3.116 -2.256 1.238 -0.757 -0.093 0.20
H -0.651 2.084 -3.127 -1.039 1.314 2.532 0.17
H -0.371 -0.179 -2.308 -0.120 0.242 0.009 0.18
H -2.707 2.809 0.000 0.409 -1.632 -0.475 0.17
H -1.649 -2.091 -0.946 0.664 -1.344 -0.501 0.19
H -3.441 0.915 1.475 -1.157 0.239 2.250 0.17
H -3.447 -1.524 1.774 -3.744 1.008 2.152 0.45
H -0.370 3.197 -1.573 -0.750 -1.106 -0.452 0.18
```
Forces are in eV/Å.

- <S²>: 0.76
- Net charge: -1
- HOMO-LUMO gap (alpha / beta): 2.4 / 6.2 eV
- Calculated total energy: -13741.75578 eV
- Multiplicity: 2
- HOMO (alpha / beta): 0.94 / -2.91 eV
- ΔE to the lowest compared entry with this formula, charge and spin: 3.4558 eV
- LUMO energy (alpha / beta): 3.36 / 3.33 eV